1.
{"formula": "C37H42AsMnN4P", "method": "ωB97M-V with the def2-TZVPD basis set", "elements": ["Mn", "C", "C", "N", "C", "C", "C", "C", "C", "C", "C", "N", "C", "C", "N", "N", "H", "H", "H", "H", "H", "H", "H", "H", "H", "H", "H", "H", "H", "H", "H", "H", "H", "H", "C", "C", "As", "C", "C", "C", "C", "C", "C", "C", "C", "C", "C", "C", "C", "P", "C", "C", "C", "C", "C", "C", "C", "C", "C", "C", "C", "C", "H", "H", "H", "H", "H", "H", "H", "H", "H", "H", "H", "H", "H", "H", "H", "H", "H", "H", "H", "H", "H", "H", "H", "H"], "xyz": [[-0.576, -0.140, 0.657], [0.294, 2.135, -0.946], [0.411, 0.869, -1.774], [-0.660, -0.119, -1.399], [-0.346, -1.471, -1.953], [0.664, -2.146, -1.053], [1.453, -3.223, -1.390], [2.282, -3.761, -0.407], [2.299, -3.228, 0.878], [1.482, -2.147, 1.146], [1.333, -1.496, 2.501], [0.467, -0.262, 2.459], [1.237, 1.033, 2.569], [1.558, 1.621, 1.203], [0.264, 1.790, 0.498], [0.708, -1.631, 0.186], [1.114, 2.816, -1.183], [-0.643, 2.649, -1.170], [0.343, 1.094, -2.839], [1.370, 0.378, -1.604], [-1.554, 0.203, -1.768], [-1.267, -2.055, -1.984], [0.026, -1.380, -2.976], [1.431, -3.640, -2.388], [2.916, -4.606, -0.644], [2.932, -3.651, 1.647], [0.881, -2.209, 3.192], [2.310, -1.236, 2.910], [-0.146, -0.299, 3.271], [0.604, 1.729, 3.125], [2.144, 0.873, 3.153], [2.078, 2.574, 1.322], [2.202, 0.965, 0.614], [-0.278, 2.502, 0.984], [-3.178, -0.177, 2.931], [-4.551, 0.330, 3.360], [-4.428, 0.816, 5.302], [-6.053, 1.858, 5.458], [-7.061, 1.874, 4.501], [-8.215, 2.617, 4.718], [-8.363, 3.348, 5.887], [-7.361, 3.329, 6.848], [-6.214, 2.580, 6.640], [-3.148, 2.274, 4.967], [-3.521, 3.506, 4.432], [-2.571, 4.494, 4.203], [-1.233, 4.265, 4.508], [-0.852, 3.048, 5.061], [-1.807, 2.062, 5.292], [-2.920, -0.263, 1.137], [-3.847, -1.577, 0.370], [-5.201, -1.400, 0.067], [-5.929, -2.466, -0.437], [-5.317, -3.698, -0.634], [-3.974, -3.879, -0.327], [-3.237, -2.819, 0.176], [-3.261, 1.330, 0.375], [-2.970, 2.499, 1.088], [-3.086, 3.732, 0.463], [-3.483, 3.808, -0.868], [-3.775, 2.649, -1.579], [-3.661, 1.410, -0.964], [-2.984, -1.187, 3.308], [-2.391, 0.478, 3.325], [-5.307, -0.445, 3.237], [-4.851, 1.215, 2.797], [-6.975, 1.301, 3.586], [-9.002, 2.619, 3.975], [-9.263, 3.923, 6.054], [-7.479, 3.888, 7.767], [-5.445, 2.560, 7.406], [-4.565, 3.706, 4.218], [-2.880, 5.460, 3.824], [-0.504, 5.053, 4.370], [0.172, 2.900, 5.386], [-1.519, 1.142, 5.796], [-5.683, -0.444, 0.228], [-6.977, -2.338, -0.670], [-5.894, -4.526, -1.025], [-3.511, -4.846, -0.470], [-2.194, -2.968, 0.445], [-2.697, 2.462, 2.140], [-2.890, 4.636, 1.026], [-3.586, 4.773, -1.345], [-4.114, 2.713, -2.605], [-3.925, 0.511, -1.512]], "forces_ev_per_angstrom": [[0.03, -0.15, -0.03], [-0.01, 0.00, 0.00], [0.00, 0.00, -0.01], [0.00, 0.01, -0.03], [0.04, 0.01, -0.01], [-0.01, -0.03, -0.04], [0.03, 0.01, 0.01], [-0.01, 0.02, 0.02], [0.02, 0.00, -0.03], [0.01, 0.02, 0.03], [0.02, 0.01, -0.03], [0.00, -0.03, 0.07], [0.01, 0.00, 0.00], [-0.03, 0.01, -0.01], [0.03, 0.11, -0.05], [0.03, -0.02, 0.00], [0.00, 0.00, 0.00], [0.00, 0.00, 0.00], [0.00, 0.00, 0.00], [0.00, 0.01, 0.00], [0.01, 0.01, -0.01], [-0.01, -0.01, 0.04], [-0.01, -0.01, 0.00], [0.00, 0.00, 0.00], [0.00, 0.00, 0.00], [0.00, 0.00, 0.00], [-0.02, -0.01, -0.02], [0.00, -0.01, 0.02], [0.03, -0.02, 0.00], [-0.01, 0.01, 0.00], [0.00, 0.01, 0.00], [0.02, -0.01, 0.01], [-0.01, -0.03, 0.02], [-0.02, -0.02, 0.01], [-0.01, 0.02, 0.01], [-0.01, -0.03, 0.03], [0.00, -0.01, -0.01], [-0.01, 0.00, 0.00], [0.00, 0.01, 0.00], [0.00, 0.00, 0.00], [0.00, 0.00, 0.00], [0.00, 0.00, 0.00], [0.01, 0.00, -0.01], [0.04, 0.00, 0.03], [0.00, 0.00, -0.02], [-0.03, 0.00, -0.02], [0.01, -0.02, 0.00], [0.00, 0.02, 0.00], [-0.01, -0.02, 0.00], [-0.12, 0.07, 0.05], [0.00, 0.02, -0.01], [0.02, 0.01, -0.01], [-0.01, -0.01, 0.00], [0.00, 0.01, 0.00], [0.00, 0.00, 0.00], [0.02, -0.01, 0.01], [-0.02, -0.03, -0.03], [0.00, 0.00, 0.01], [0.01, 0.00, 0.02], [0.00, -0.01, -0.01], [0.00, 0.02, 0.01], [0.00, 0.00, 0.03], [0.00, 0.00, 0.02], [0.01, 0.02, 0.01], [0.00, 0.00, -0.02], [0.01, 0.01, 0.00], [-0.01, 0.00, 0.00], [0.00, 0.00, 0.00], [0.00, 0.00, 0.00], [0.00, 0.00, 0.00], [0.00, 0.00, 0.00], [-0.02, 0.00, 0.01], [0.00, 0.01, 0.00], [0.00, 0.00, 0.00], [0.00, -0.01, -0.02], [0.00, 0.00, -0.02], [-0.01, 0.00, 0.00], [0.00, 0.00, 0.00], [0.00, 0.00, 0.00], [0.00, 0.00, 0.00], [0.00, 0.00, -0.01], [0.00, 0.01, 0.00], [0.00, 0.00, 0.01], [0.00, 0.00, 0.00], [0.00, 0.00, 0.00], [-0.02, -0.01, -0.01]], "total_charge": 3, "multiplicity": 5, "homo_energy_ev": [-14.634, -14.639], "lumo_ev": [-11.16, -9.30], "s_squared": 6.18, "de_lowest_ev": 0.0000}

***

2.
{"formula": "C37H42BBr2F8O23S", "method": "ωB97M-V with the def2-TZVPD basis set", "elements": ["C", "C", "O", "O", "C", "C", "C", "C", "C", "C", "O", "C", "O", "O", "B", "S", "O", "O", "C", "F", "F", "F", "O", "C", "C", "C", "C", "C", "C", "C", "C", "C", "C", "Br", "C", "C", "Br", "H", "H", "H", "H", "H", "H", "H", "H", "H", "H", "H", "H", "H", "H", "H", "H", "H", "H", "H", "H", "H", "H", "H", "H", "H", "H", "H", "C", "C", "O", "C", "O", "O", "F", "H", "H", "H", "C", "C", "O", "C", "O", "O", "F", "H", "H", "H", "C", "C", "O", "C", "O", "O", "F", "H", "H", "H", "C", "C", "O", "C", "O", "O", "F", "H", "H", "H", "C", "C", "O", "C", "O", "O", "F", "H", "H", "H"], "xyz": [[-3.744, 0.934, 3.761], [-2.733, 2.058, 4.164], [-3.042, 2.884, 4.967], [-1.474, 2.010, 3.581], [-1.554, 2.415, 2.188], [-0.542, 1.620, 1.273], [-1.183, 1.100, -0.061], [-0.454, -0.133, -0.701], [-0.577, -1.545, -0.017], [-1.064, -1.519, 1.473], [-1.308, -2.901, 1.903], [-2.634, -3.191, 1.921], [-3.460, -2.774, 1.167], [0.937, 0.183, -0.429], [1.432, 1.032, -1.517], [3.304, 1.130, -1.852], [3.799, 0.355, -3.009], [3.614, 2.544, -2.117], [4.336, 0.722, -0.316], [5.286, 1.695, -0.149], [3.597, 0.738, 0.821], [5.016, -0.445, -0.427], [0.518, 0.735, -2.599], [-0.540, -0.124, -2.343], [-0.369, -1.513, -3.079], [1.115, -1.982, -3.259], [1.625, -2.983, -2.174], [3.007, -2.876, -1.772], [3.546, -3.802, -0.801], [2.714, -4.831, -0.228], [1.335, -4.940, -0.622], [0.815, -4.016, -1.589], [-2.013, 0.264, -2.671], [-3.410, -0.802, -1.766], [-2.476, 1.198, -3.514], [-3.995, 1.480, -3.763], [-1.240, 2.277, -4.545], [-4.623, 0.886, 4.435], [-3.167, -0.011, 3.696], [-4.081, 1.160, 2.715], [-1.282, 3.514, 2.154], [-2.578, 2.336, 1.752], [0.230, 2.378, 0.974], [0.022, 0.849, 1.846], [-1.200, 1.974, -0.765], [-2.269, 0.901, 0.160], [0.457, -1.967, 0.001], [-1.269, -2.243, -0.553], [-1.954, -0.875, 1.638], [-0.215, -1.174, 2.110], [-2.969, -3.930, 2.700], [1.145, 2.163, -1.185], [-0.956, -2.351, -2.645], [-0.788, -1.360, -4.111], [1.152, -2.560, -4.224], [1.859, -1.171, -3.367], [3.628, -2.077, -2.225], [4.623, -3.689, -0.557], [3.173, -5.521, 0.513], [0.701, -5.750, -0.205], [-0.238, -4.118, -1.913], [-4.034, 2.541, -4.132], [-4.406, 0.857, -4.589], [-4.591, 1.459, -2.829], [-0.783, -3.108, 6.141], [-1.840, -4.029, 6.676], [-3.030, -3.281, 6.498], [-2.800, -2.477, 5.417], [-3.643, -1.911, 4.805], [-1.480, -2.412, 5.116], [-1.665, -4.263, 8.003], [-0.430, -2.396, 6.891], [0.072, -3.644, 5.736], [-1.921, -4.980, 6.144], [-1.566, 6.957, -5.077], [-2.821, 6.640, -5.840], [-3.437, 5.652, -5.040], [-3.039, 5.909, -3.757], [-3.560, 5.457, -2.795], [-1.974, 6.755, -3.727], [-2.537, 6.104, -7.053], [-0.748, 6.274, -5.316], [-1.227, 7.980, -5.235], [-3.499, 7.488, -5.964], [2.449, -6.792, 3.421], [3.511, -5.915, 2.819], [2.812, -4.718, 2.541], [1.812, -4.644, 3.462], [1.195, -3.662, 3.701], [1.613, -5.844, 4.081], [3.972, -6.432, 1.655], [1.869, -7.325, 2.664], [2.855, -7.516, 4.126], [4.351, -5.702, 3.485], [-0.246, 4.729, 5.482], [0.631, 4.365, 4.321], [1.632, 5.368, 4.350], [1.748, 5.742, 5.656], [2.660, 6.361, 6.096], [0.690, 5.309, 6.394], [-0.045, 4.455, 3.151], [-1.004, 5.470, 5.218], [-0.740, 3.865, 5.920], [1.097, 3.380, 4.400], [2.217, 1.636, -6.414], [2.410, 0.204, -6.018], [2.383, -0.477, -7.265], [2.848, 0.413, -8.185], [3.212, 0.118, -9.277], [2.850, 1.682, -7.696], [1.384, -0.234, -5.258], [1.163, 1.903, -6.519], [2.687, 2.329, -5.717], [3.356, 0.001, -5.510]], "forces_ev_per_angstrom": [[1.17, 0.53, -1.03], [-1.06, -1.33, -0.40], [0.55, 0.59, 0.47], [-1.29, 0.10, -0.06], [0.69, 0.71, -1.65], [0.54, 0.90, 0.05], [-1.36, 0.14, 0.50], [1.78, -0.22, 0.67], [-0.90, 0.07, 0.59], [1.33, 0.29, -0.84], [-1.60, 0.58, 0.68], [0.24, -0.93, 0.16], [-0.14, 0.58, -0.22], [0.66, -0.82, -0.82], [-4.12, 0.34, 2.20], [1.59, 1.84, -3.40], [-0.36, -0.94, 1.41], [-0.43, -0.83, 1.32], [1.25, 0.56, 1.07], [-0.85, -0.88, -0.37], [0.40, -0.41, -1.09], [-0.87, 0.62, 0.17], [-0.43, 0.01, -2.50], [-0.23, -1.51, 2.64], [0.82, 0.17, -0.79], [-0.07, -1.57, 0.36], [0.79, -0.23, 0.70], [-1.07, -1.34, 0.80], [-1.41, 0.28, -0.91], [-0.03, 0.82, -1.02], [1.22, 1.13, -0.69], [0.99, -0.14, 0.08], [0.26, 1.21, -0.68], [1.02, 0.38, -0.55], [-1.15, -0.63, 0.42], [1.21, 1.53, -0.60], [-0.64, -0.33, 0.33], [0.82, 0.07, -0.35], [-0.68, 0.50, 0.19], [0.11, -0.24, 0.90], [-0.74, -1.70, -0.10], [0.51, -0.24, 0.67], [-0.43, -0.85, 0.27], [-0.71, 0.54, -0.40], [0.18, -0.93, 0.33], [0.90, -0.10, -0.35], [-0.99, 0.29, -0.24], [0.61, 0.70, 0.37], [0.47, -0.64, -0.11], [-0.84, -0.33, -0.31], [0.96, 0.32, -0.35], [1.04, 0.64, -0.16], [0.21, 0.84, -0.08], [0.35, -0.05, 0.85], [-0.03, 0.54, 0.73], [-0.73, -0.39, 0.30], [-0.40, -0.63, 0.42], [-0.89, -0.28, 0.07], [-1.10, 1.21, -1.88], [0.42, 0.71, -0.34], [0.71, 0.06, 0.29], [-0.12, -0.90, 0.28], [0.24, 0.15, 0.82], [0.43, -0.37, -0.66], [0.84, -0.08, -0.12], [-0.10, 0.19, 0.55], [0.31, -0.16, -0.53], [-0.04, 0.42, -0.28], [-0.17, -0.20, 0.15], [-0.46, -0.18, 0.25], [-0.09, -0.15, 0.01], [-0.19, -0.10, 0.15], [-0.12, 0.14, -0.25], [-0.01, -0.04, 0.17], [0.58, 0.44, 0.09], [0.08, -0.53, -0.35], [0.12, 0.65, 0.22], [-0.05, -0.43, 0.69], [0.01, 0.01, -0.11], [-0.38, -0.15, -0.31], [-0.13, 0.08, -0.10], [-0.18, -0.10, -0.14], [-0.07, -0.01, 0.22], [0.00, -0.06, -0.17], [-0.15, -0.63, 0.38], [-0.04, 0.12, -0.28], [-0.01, -0.24, 1.16], [-0.38, 0.62, -0.16], [0.06, -0.17, 0.09], [0.26, 0.17, -0.22], [0.82, -0.75, 0.84], [0.15, 0.12, -0.16], [-0.12, 0.15, 0.13], [0.09, -0.05, -0.16], [-0.56, -0.33, 0.48], [-0.21, 0.10, -0.45], [-0.05, -0.28, 0.60], [0.29, 0.39, 0.27], [-0.10, 0.01, -0.05], [0.36, 0.05, -0.43], [0.67, 0.50, 0.26], [0.09, -0.05, -0.20], [0.09, 0.10, 0.09], [-0.08, 0.00, -0.19], [0.04, 0.76, 0.30], [-0.38, -0.27, 0.49], [0.43, 0.51, -0.18], [0.03, -0.05, -0.44], [-0.08, 0.04, 0.04], [-0.01, -0.52, -0.05], [0.01, 0.09, -0.47], [-0.02, -0.25, 0.05], [0.13, -0.03, -0.15], [-0.14, -0.05, 0.13]], "total_charge": -1, "homo_energy_ev": -5.952, "lumo_ev": 1.55}

***

Number 1: molar mass 703.61 u. Number 2: molar mass 1209.39 u.